Entry 1:
C20H25Cl46FSi | wB97M-V/def2-TZVPD

- total charge = 0
- gap between HOMO and LUMO (hartree) = 0.3808
- highest occupied orbital energy (eV) = -10.25

Each line ends with the Löwdin charge.
Geometry (Å):
1 C -1.8503 0.2015 -1.8929  -0.1368
2 C -2.2644 -1.2790 -2.3117  -0.7201
3 Cl -1.6596 -1.7280 -3.9683  0.5951
4 C -1.9089 -2.3193 -1.1734  -0.3044
5 Si -0.5129 -3.5338 -1.5764  0.1858
6 F -0.8217 -4.5405 -2.8874  -0.2112
7 Cl -0.4059 -4.8445 0.1133  0.3119
8 C 1.2223 -2.7540 -1.7730  -0.6990
9 Cl 2.4225 -3.9645 -1.0493  0.5046
10 C 1.4162 -1.3772 -1.0482  -0.7323
11 C 2.9113 -0.8365 -1.1912  -0.1377
12 Cl 1.0449 -1.4460 0.7344  0.5919
13 H -2.6434 0.8775 -2.3040  0.0104
14 H -1.7821 0.3294 -0.7893  0.0837
15 H -0.9089 0.5005 -2.4294  0.0335
16 H -3.3850 -1.2453 -2.3834  0.0717
17 H -1.5775 -1.7207 -0.2828  0.0395
18 H -2.8176 -2.9194 -0.9102  0.0470
19 H 1.5250 -2.6844 -2.8520  0.0878
20 H 0.7809 -0.6310 -1.5841  0.0791
21 H 2.9551 0.1015 -1.7965  0.0650
22 H 3.5892 -1.5878 -1.6596  0.0245
23 H 3.3270 -0.6158 -0.1754  0.0580
24 C 6.3520 -3.1871 -2.9088  -1.5229
25 Cl 6.1795 -3.8203 -1.2677  0.5227
26 Cl 4.8347 -3.3497 -3.8030  0.5214
27 Cl 6.8705 -1.4972 -2.8690  0.4804
28 H 7.1125 -3.7678 -3.4203  0.0134
29 C -5.6927 -2.1684 0.7320  -1.5136
30 Cl -5.2601 -3.8643 0.4819  0.5435
31 Cl -4.2728 -1.2279 1.2030  0.5251
32 Cl -6.4243 -1.4918 -0.7293  0.4938
33 H -6.4190 -2.1162 1.5366  0.0144
34 C -5.5199 -0.3177 -4.7311  -1.5084
35 Cl -6.7356 -0.1571 -3.4582  0.5054
36 Cl -6.2666 -0.1779 -6.3271  0.5297
37 Cl -4.2479 0.8907 -4.5202  0.5191
38 H -5.0686 -1.3021 -4.6509  0.0153
39 C 2.1978 3.7862 -2.5316  -1.5235
40 Cl 2.9227 3.4858 -4.1154  0.4979
41 Cl 0.6615 2.9285 -2.3783  0.5102
42 Cl 3.3078 3.3089 -1.2407  0.5373
43 H 2.0050 4.8509 -2.4411  -0.0017
44 C -2.6030 5.5576 -2.3996  -1.5365
45 Cl -3.2753 6.1972 -0.8969  0.5254
46 Cl -0.8434 5.7078 -2.4109  0.5068
47 Cl -3.0795 3.8690 -2.6266  0.5113
48 H -2.9993 6.1380 -3.2246  -0.0325
49 C -3.1577 3.5329 -7.6828  -1.5311
50 Cl -3.8166 1.8943 -7.6693  0.5017
51 Cl -2.6860 4.0227 -6.0500  0.5034
52 Cl -1.7823 3.6448 -8.7883  0.5250
53 H -3.9312 4.2089 -8.0315  0.0148
54 C 4.6168 4.9676 -7.7305  -1.5314
55 Cl 3.6881 3.6692 -6.9711  0.4861
56 Cl 3.5414 6.0986 -8.5597  0.5240
57 Cl 5.6017 5.8117 -6.5293  0.5211
58 H 5.2806 4.5265 -8.4665  0.0140
59 C -1.8820 9.7668 -2.5315  -1.5189
60 Cl -2.8077 9.4749 -1.0534  0.5103
61 Cl -0.1598 9.4803 -2.2577  0.5205
62 Cl -2.4788 8.7637 -3.8614  0.5440
63 H -2.0119 10.8066 -2.8119  0.0126
64 C -2.8661 -1.6573 5.2615  -1.5621
65 Cl -1.9056 -1.3032 3.8192  0.5030
66 Cl -4.5948 -1.6272 4.8860  0.5155
67 Cl -2.4065 -3.2211 5.9433  0.5058
68 H -2.6659 -0.8912 5.9996  -0.0715
69 C -0.4514 -0.1714 8.2096  -1.5472
70 Cl 0.2240 -1.4728 7.2138  0.5213
71 Cl -0.0701 1.4077 7.5108  0.5311
72 Cl -2.2012 -0.3666 8.3924  0.5640
73 H -0.0020 -0.2262 9.1935  -0.0857
74 C 0.2696 -8.4144 1.0135  -1.5575
75 Cl -0.6746 -8.6271 2.4934  0.5117
76 Cl 1.9760 -8.7737 1.3060  0.5147
77 Cl -0.3679 -9.4320 -0.2838  0.5162
78 H 0.1882 -7.3782 0.7043  -0.0651
79 C 2.2366 -0.6081 11.4667  -1.5016
80 Cl 2.3917 0.0658 9.8395  0.5645
81 Cl 2.1054 0.6835 12.6667  0.5338
82 Cl 0.8374 -1.6857 11.5522  0.5098
83 H 3.1287 -1.1862 11.6838  0.0184
84 C -0.2552 -5.5299 12.0673  -1.5335
85 Cl -0.4270 -4.3750 10.7398  0.4892
86 Cl 1.2859 -5.2952 12.9017  0.5156
87 Cl -1.6043 -5.3819 13.1995  0.5250
88 H -0.2680 -6.5316 11.6509  0.0140
89 C 7.0720 2.3024 -1.2785  -1.5326
90 Cl 8.5556 2.9773 -0.5945  0.5305
91 Cl 7.4259 1.3724 -2.7396  0.4873
92 Cl 6.2405 1.2963 -0.0853  0.5158
93 H 6.4165 3.1239 -1.5497  -0.0087

***

Entry 2:
C20H25Cl46InNO2 | wB97M-V/def2-TZVPD

- total charge = -1
- gap between HOMO and LUMO (hartree) = 0.2573
- highest occupied orbital energy (eV) = -5.60

Each line ends with the Löwdin charge.
Geometry (Å):
1 C -0.7945 -0.0984 3.0238  -0.0221
2 C -1.4511 1.0377 2.2431  -0.6112
3 O -1.6612 0.8788 1.0220  -0.0753
4 N -1.8037 2.1970 2.8734  -0.1695
5 C -1.4509 2.3238 4.2935  -0.1847
6 In -3.8341 2.7986 2.4529  0.4829
7 C -5.2143 1.0801 2.9240  -0.2866
8 C -4.5328 -0.2177 2.9123  -0.8580
9 O -3.9281 -0.7810 3.8004  -0.0427
10 Cl -4.5533 -1.0312 1.2753  0.5600
11 H -1.5106 -0.5270 3.7398  0.0717
12 H -0.4714 -0.8691 2.3180  0.0367
13 H 0.0705 0.2557 3.5959  0.0603
14 H -1.9086 1.5600 4.9376  0.0789
15 H -0.3584 2.2897 4.4347  0.0558
16 H -1.7734 3.3131 4.6465  0.0478
17 H -4.2753 4.0867 3.5774  -0.0981
18 H -4.0764 3.3470 0.8014  -0.0980
19 H -5.6365 1.2302 3.9283  0.0525
20 H -6.0320 1.0974 2.1937  0.0317
21 C -2.9909 -4.3507 1.7038  -1.5433
22 Cl -1.7223 -3.1823 1.3724  0.5380
23 Cl -2.4268 -5.9862 1.3168  0.4813
24 Cl -3.5318 -4.2469 3.3757  0.5503
25 H -3.8335 -4.1231 1.0629  0.0005
26 C -0.8227 6.7719 1.6637  -1.5530
27 Cl -0.3752 7.8450 3.0086  0.4803
28 Cl -1.5877 5.3022 2.2295  0.5211
29 Cl -1.8555 7.6399 0.5182  0.5209
30 H 0.0897 6.5056 1.1439  -0.0282
31 C 2.4132 3.9608 2.6893  -1.5409
32 Cl 1.7251 5.2473 3.6811  0.5287
33 Cl 2.7947 2.5327 3.6628  0.4963
34 Cl 1.3352 3.5395 1.3714  0.5674
35 H 3.3363 4.3247 2.2619  -0.0877
36 C -1.7279 -6.5298 -3.1160  -1.5587
37 Cl -1.4248 -5.2315 -1.9721  0.5118
38 Cl -1.9865 -8.0544 -2.2621  0.5217
39 Cl -3.0825 -6.1616 -4.1846  0.5389
40 H -0.8356 -6.6021 -3.7226  -0.0646
41 C 3.5552 -2.0632 2.1619  -1.5389
42 Cl 3.4728 -0.3581 2.6089  0.5000
43 Cl 3.0020 -3.0901 3.4884  0.5156
44 Cl 2.6213 -2.3706 0.7001  0.5197
45 H 4.5881 -2.3125 1.9590  0.0102
46 C -1.3606 -0.3571 -2.2017  -1.4961
47 Cl -1.7077 -2.1006 -2.2062  0.4472
48 Cl 0.3598 -0.1192 -2.5279  0.5128
49 Cl -2.3373 0.4847 -3.3991  0.5314
50 H -1.5870 0.0518 -1.2182  -0.0025
51 C 0.4161 -3.9307 -5.0100  -1.5400
52 Cl 0.0421 -2.7466 -6.2567  0.5424
53 Cl 0.3453 -5.5782 -5.6823  0.5407
54 Cl 1.9880 -3.6281 -4.2847  0.5185
55 H -0.3343 -3.8474 -4.2319  -0.0476
56 C 4.5989 3.7319 -1.1783  -1.5468
57 Cl 5.1023 4.6351 0.2609  0.5012
58 Cl 3.8245 2.2190 -0.7359  0.5460
59 Cl 3.5318 4.7177 -2.1761  0.5193
60 H 5.4932 3.5056 -1.7410  -0.0739
61 C 3.6882 8.3451 -0.2329  -1.5478
62 Cl 3.6675 10.0558 0.2063  0.5278
63 Cl 3.1458 7.3518 1.1179  0.5182
64 Cl 2.7173 8.0577 -1.6752  0.5186
65 H 4.7110 8.0723 -0.4597  0.0065
66 C 7.3817 4.1633 -4.4735  -1.5355
67 Cl 6.6198 2.6070 -4.1450  0.5560
68 Cl 7.1498 5.2738 -3.1216  0.5468
69 Cl 9.0954 3.9635 -4.8384  0.5282
70 H 6.9016 4.5933 -5.3424  0.0140
71 C 4.2601 -5.8050 -1.4338  -1.5387
72 Cl 4.7731 -4.2013 -1.9711  0.5068
73 Cl 4.8240 -6.1193 0.2080  0.5191
74 Cl 2.5132 -5.9828 -1.5404  0.5045
75 H 4.7145 -6.5356 -2.0892  0.0110
76 C 6.6951 4.0016 4.4225  -1.5358
77 Cl 6.3467 2.3404 3.9443  0.5211
78 Cl 5.9230 5.1342 3.3120  0.5182
79 Cl 6.1834 4.3063 6.0811  0.5349
80 H 7.7648 4.1508 4.3657  0.0100
81 C 0.9921 -7.5491 2.0145  -1.5424
82 Cl 0.4112 -8.0733 0.4317  0.4831
83 Cl 2.5130 -8.3574 2.4194  0.5104
84 Cl 1.1751 -5.8007 2.0758  0.5000
85 H 0.2565 -7.8410 2.7522  0.0110
86 C -6.5869 -1.8221 -2.1974  -1.5356
87 Cl -7.1010 -1.7686 -3.8939  0.4884
88 Cl -4.8318 -1.9202 -2.0907  0.4940
89 Cl -7.2154 -0.4361 -1.3132  0.5337
90 H -7.0032 -2.7199 -1.7601  0.0107
91 C -8.9109 -3.2114 -6.9891  -1.5642
92 Cl -9.7562 -3.6154 -8.4879  0.5132
93 Cl -7.4824 -4.2224 -6.7846  0.5193
94 Cl -8.4912 -1.5011 -6.9454  0.5117
95 H -9.5835 -3.4098 -6.1652  0.0109

***

Entry 3:
C20H25F15O10 | wB97M-V/def2-TZVPD

- total charge = 0
- gap between HOMO and LUMO (hartree) = 0.4234
- relative energy (zero: lowest compared OMol25 entry of this formula, charge and spin) (eV) = 1.5966
- highest occupied orbital energy (eV) = -11.25

Each line ends with the Löwdin charge.
Geometry (Å):
1 C 0.4269 1.1259 -0.3325  -0.0497
2 C -1.0579 1.3663 -0.4903  -0.1741
3 O -1.8053 0.7859 0.6085  0.0400
4 C -2.8894 1.4291 0.9837  -0.4390
5 O -3.3180 2.4371 0.5866  0.2009
6 C -3.6919 0.6576 2.0714  -0.5289
7 F -4.7920 0.1836 1.4692  0.1646
8 F -2.9873 -0.3934 2.5642  0.1430
9 F -4.0084 1.5244 3.0172  0.1867
10 H 0.9371 1.6158 0.4954  0.0677
11 H 0.9218 1.4790 -1.2222  0.0709
12 H 0.6635 0.0603 -0.3164  0.0701
13 H -1.4620 0.8355 -1.3605  0.1230
14 H -1.2789 2.4412 -0.6182  0.1248
15 C 1.0093 -0.3740 -3.7259  -0.0499
16 C 0.0962 0.6285 -4.3015  -0.2436
17 O -1.0557 -0.0346 -4.8365  0.0474
18 C -1.7920 0.8936 -5.4650  -0.4285
19 O -1.6959 2.0464 -5.4688  0.2197
20 C -2.9196 0.1677 -6.2663  -0.4868
21 F -2.5072 0.0650 -7.5808  0.1287
22 F -3.2387 -1.0392 -5.8053  0.1682
23 F -4.0345 0.9248 -6.1903  0.1523
24 H 1.9255 -0.0129 -3.2620  0.0915
25 H 1.3096 -0.9328 -4.6057  0.0897
26 H 0.4741 -0.9973 -3.0288  0.0541
27 H 0.5539 1.2959 -5.0409  0.1405
28 H -0.2545 1.3487 -3.5792  0.1089
29 C 1.5066 3.9237 4.9701  -0.0595
30 C 1.1877 2.8591 3.9698  -0.1771
31 O 0.8835 3.4266 2.6729  0.0432
32 C 1.8346 4.0252 2.0573  -0.4580
33 O 3.0004 4.0541 2.2954  0.1678
34 C 1.3165 4.9193 0.8510  -0.5193
35 F 0.1308 4.5303 0.2913  0.1290
36 F 1.0894 6.1055 1.4359  0.1588
37 F 2.2022 5.0470 -0.1068  0.1931
38 H 0.8031 4.7719 4.9785  0.0971
39 H 2.4901 4.2682 4.6724  0.0727
40 H 1.5700 3.5481 6.0086  0.0955
41 H 0.2843 2.2837 4.1998  0.1330
42 H 2.0603 2.2460 3.8155  0.1153
43 C 3.5090 -3.7660 3.4088  -0.0511
44 C 4.4050 -3.6127 2.2069  -0.1625
45 O 4.0583 -2.3770 1.4255  0.0258
46 C 4.6859 -1.3103 1.8885  -0.4276
47 O 5.3900 -1.2344 2.8414  0.1716
48 C 4.2591 -0.0872 1.0214  -0.4458
49 F 5.2913 0.4803 0.3339  0.1489
50 F 3.3180 -0.4056 0.0883  0.1223
51 F 3.6583 0.8027 1.8708  0.1304
52 H 3.8984 -4.6599 3.9171  0.0906
53 H 2.4475 -3.8300 3.1277  0.0929
54 H 3.7314 -2.9468 4.0938  0.0797
55 H 4.2973 -4.3655 1.4461  0.1164
56 H 5.4731 -3.5657 2.3638  0.1199
57 C -0.9585 -2.8372 -1.1019  -0.0325
58 C -2.2348 -2.8560 -1.9351  -0.1880
59 O -3.3476 -2.6464 -1.0411  -0.0068
60 C -3.8689 -3.7996 -0.4989  -0.3483
61 O -3.4628 -4.9243 -0.5688  0.1706
62 C -5.0984 -3.4624 0.3858  -0.5491
63 F -4.6574 -3.3958 1.6497  0.1660
64 F -5.6434 -2.2676 0.0912  0.1512
65 F -6.0352 -4.3850 0.2549  0.1865
66 H -0.0639 -2.6917 -1.6995  0.0696
67 H -0.9363 -3.7131 -0.4753  0.0787
68 H -1.2173 -1.9710 -0.5226  0.0675
69 H -2.5589 -3.7560 -2.4533  0.1265
70 H -2.2271 -1.9529 -2.5298  0.1130

***

Entry 4:
C20H25F16NO7 | wB97M-V/def2-TZVPD

- total charge = -2
- gap between HOMO and LUMO (hartree) = 0.1144
- highest occupied orbital energy (eV) = -0.39

Each line ends with the Löwdin charge.
Geometry (Å):
1 C -0.5547 2.6078 -1.5050  -0.1087
2 C 0.1428 2.2112 -2.9434  -0.2595
3 O -0.1274 0.8388 -3.3998  -0.2525
4 C -1.5646 0.5772 -3.5739  -0.1989
5 C -1.9311 -0.7366 -2.6586  -0.1833
6 C -3.4812 -0.8012 -2.1293  -0.2011
7 C -3.8123 0.1376 -0.8270  -0.2114
8 C -4.2612 1.6784 -1.1815  -0.1651
9 C -5.7075 1.8026 -1.9548  -0.2461
10 N -6.3623 3.0811 -1.4496  -0.0119
11 C -6.5038 4.1237 -2.5368  -0.4981
12 O -5.4956 4.9812 -2.8112  -0.1889
13 O -7.7278 4.2407 -3.3785  -0.3280
14 C -5.6252 1.6894 -3.5897  -0.4186
15 O -6.5563 0.9133 -4.1928  -0.1970
16 O -4.6083 2.3459 -4.4418  -0.2688
17 H -1.4698 3.3268 -1.7679  0.0877
18 H -1.0050 1.7041 -0.9135  0.0689
19 H 0.1712 3.2811 -0.8392  0.0764
20 H -0.0648 3.0360 -3.7796  0.1323
21 H 1.3204 2.2693 -2.7567  0.1088
22 H -1.7232 0.2433 -4.7090  0.1363
23 H -2.2627 1.5027 -3.4147  0.1126
24 H -1.1204 -0.8081 -1.8074  0.0910
25 H -1.7397 -1.6853 -3.3577  0.1067
26 H -4.1734 -0.6323 -3.0571  0.1200
27 H -3.6712 -1.9268 -1.7827  0.0969
28 H -4.5886 -0.4318 -0.1356  0.1032
29 H -2.7998 0.2179 -0.2063  0.0857
30 H -4.3999 2.2371 -0.1358  0.1079
31 H -3.4287 2.3009 -1.7538  0.0924
32 H -6.3937 0.9075 -1.5661  0.1421
33 H -7.2735 2.8988 -0.9723  0.0929
34 C 1.1708 -2.0230 4.0365  -0.0612
35 C 0.8798 -0.5206 3.8968  -0.4263
36 C -0.5861 -0.1312 4.0489  -0.2878
37 F -1.3770 -0.7141 3.1195  0.0928
38 F -0.7433 1.2113 3.8929  0.0989
39 F 1.3938 -0.0753 2.7195  0.1189
40 F 1.5962 0.1187 4.8758  0.1032
41 O 1.2839 -2.7613 2.8161  0.0181
42 C 0.0492 -3.1960 2.2488  -0.4700
43 C -0.2515 -2.5352 0.8973  -0.2655
44 F -0.2865 -1.1824 0.9928  0.0848
45 F -1.4661 -2.9192 0.4226  0.0987
46 F -0.9425 -3.0202 3.1544  0.1226
47 F 0.1703 -4.5415 2.0831  0.1344
48 H 2.1649 -2.1051 4.4926  0.1367
49 H 0.5017 -2.5149 4.7530  0.1481
50 H -0.9643 -0.3935 5.0412  0.1733
51 H 0.5062 -2.7980 0.1553  0.1770
52 C 6.1093 -1.8857 0.0333  -0.0551
53 C 6.4382 -0.4018 -0.1938  -0.4304
54 C 7.4472 0.1915 0.7827  -0.2924
55 F 7.0232 0.1342 2.0657  0.0833
56 F 7.6588 1.5079 0.5114  0.0897
57 F 5.2817 0.3129 -0.2105  0.1334
58 F 6.9544 -0.2953 -1.4598  0.0994
59 O 4.9190 -2.1627 0.7772  0.0391
60 C 5.0624 -2.1219 2.1962  -0.4662
61 C 4.2566 -0.9888 2.8446  -0.2704
62 F 4.6064 0.2259 2.3521  0.1006
63 F 4.4735 -0.9376 4.1856  0.0925
64 F 6.3794 -2.0788 2.5088  0.1155
65 F 4.6093 -3.3227 2.6495  0.1375
66 H 5.9126 -2.3146 -0.9568  0.1514
67 H 6.9694 -2.4531 0.4091  0.1433
68 H 8.4126 -0.3181 0.7126  0.1717
69 H 3.1857 -1.1223 2.6744  0.1366